# C4H12NO

2 unconnected molecules or ions with the total composition C4H12NO (ωB97M-V with the def2-TZVPD basis set, OMol25).

Summary:
Energy above the lowest of the compared OMol25 structures with the same formula, charge and spin = 145.5 kJ/mol
Charge = +1
Frontier orbital gap = 0.333 Ha

Element x y z (Å)
1 H 1.143 0.725 2.017
2 C 2.322 -1.300 -0.671
3 H 0.425 -0.899 -1.612
4 H 3.021 -1.164 -1.490
5 C 0.070 2.002 0.966
6 H 1.320 0.531 -1.228
7 C 1.070 -0.467 -0.859
8 H -0.841 -0.368 0.202
9 H 0.495 -1.196 1.086
10 H 0.357 2.853 1.573
11 O -4.748 0.083 -0.101
12 C 0.217 -0.377 0.431
13 H -4.177 -0.261 -0.791
14 H 2.909 -0.952 0.181
15 H -5.618 0.138 -0.510
16 H 2.112 -2.353 -0.537
17 H -0.608 2.153 0.131
18 N 0.530 0.850 1.212

Atoms 1-3, force components in eV/Å:
0.0 0.1 -0.1
0.6 0.5 0.2
-0.1 -0.2 -0.3